# C2H3O3Si

A structure of composition C2H3O3Si in a non-equilibrium geometry (ωB97M-V with the def2-TZVPD basis set, OMol25).

Geometry as XYZ:
```
9
Properties=species:S:1:pos:R:3:forces:R:3
C 1.358183 -0.461764 -0.050904 0.06 -0.37 -0.29
C 0.575796 0.861489 -0.042517 -0.85 -0.59 0.07
O 2.501874 -0.742768 0.167073 2.11 0.32 0.38
O 0.433632 -1.310514 -0.317712 -0.94 -0.33 -0.36
O 0.897899 1.990623 -0.257968 0.86 0.92 -0.08
Si -1.084380 -0.088871 0.031808 1.56 -1.15 -0.74
H -1.551200 -0.357091 -1.381243 -0.37 -0.18 0.48
H -1.947716 0.870497 0.518428 -2.25 2.33 0.24
H -1.184086 -0.761598 1.333033 -0.18 -0.97 0.30
```
Forces are in eV/Å.

The calculation puts the energy above the lowest of the compared OMol25 structures with the same formula, charge and spin at 1.2 kJ/mol. The frontier orbital gap is 8.14 eV. As for the net charge: -1. For the total energy, the calculation gives -16143.060 eV. For the HOMO energy, the calculation gives -4.039 eV.

These are the Mulliken partial charges, in e, on atoms 1 to 8: 0.564 0.252 -0.658 -0.453 -0.546 0.587 -0.177 -0.394